Entry 1:
Density functional theory data (ωB97M-V/def2-TZVPD) for a molecular structure, C24H36AsBeF12O12P at a distorted geometry.

XYZ file:
```
87
Properties=species:S:1:pos:R:3:forces:R:3:lowdin_charge:R:1
Be -1.38064 -2.38718 0.33074 1.338 0.838 0.925 0.031
As -1.11587 -5.71720 -0.89872 1.416 -2.204 -1.054 1.037
F -0.28952 -7.21364 -0.99065 -0.578 0.233 0.473 -0.207
F -2.62425 -6.33435 -0.32550 0.528 1.020 -0.499 -0.205
F -1.89779 -3.32794 -0.62369 -0.296 -2.628 -1.108 -0.205
F 0.36669 -4.94040 -1.41302 -1.722 0.394 0.205 -0.202
F -1.64982 -5.92229 -2.57570 0.163 1.305 1.940 -0.219
F -0.68866 -5.43357 0.76748 -0.315 0.477 -0.860 -0.216
P 0.56263 2.94629 -0.75126 0.505 2.115 2.842 0.242
F 0.13957 4.55977 -0.64621 0.418 -1.666 -0.322 -0.191
F 1.03757 3.00081 0.79747 0.250 0.436 0.255 -0.185
F -0.95184 2.49740 -0.13803 0.800 0.283 -1.229 -0.204
F 1.00834 1.41314 -0.73147 -0.323 -0.848 -1.001 -0.155
F 0.04743 2.92031 -2.24313 -0.045 -0.479 -0.457 -0.127
F 2.14534 3.34588 -1.19042 -1.757 -0.079 -0.186 -0.207
O -1.25696 -2.78652 1.94567 0.816 -0.032 -0.905 0.157
C -1.94807 -3.40810 2.70825 -0.866 -0.511 2.185 -0.388
O -3.27271 -3.49002 2.58141 0.583 0.116 -1.118 0.060
C -3.84048 -4.37548 3.58246 -0.492 3.235 1.552 -0.086
C -2.85737 -4.13118 4.72361 0.783 -0.948 1.226 -0.152
C -1.51303 -4.15377 3.99890 -0.368 0.449 -1.930 -0.033
H -3.81413 -5.33688 3.17198 -0.135 -1.605 -0.291 0.115
H -4.87975 -3.99954 3.81027 1.140 -0.601 -0.473 0.157
H -2.80564 -4.93432 5.41201 -0.466 -1.210 0.670 0.100
H -2.98685 -3.28242 5.43902 -0.205 -0.052 -1.381 0.143
H -1.26105 -5.16090 3.55729 -0.232 0.597 0.835 0.151
H -0.63340 -3.75372 4.51813 -0.380 0.061 -0.386 0.138
O -1.91091 7.02861 4.41207 0.032 0.624 -0.738 0.128
C -1.56273 5.99606 4.87400 -0.498 -1.953 0.067 -0.493
O -1.45586 5.83963 6.21139 0.733 -0.822 -0.028 0.001
C -0.91529 4.52143 6.52730 -0.495 0.201 0.464 -0.152
C -1.31103 3.55331 5.38291 -0.786 1.792 -0.756 -0.127
C -1.32609 4.59468 4.18315 -0.207 0.689 0.480 -0.046
H -1.41905 4.30458 7.47093 0.341 -0.373 -0.033 0.117
H 0.16134 4.63022 6.69915 -0.148 -0.144 -0.179 0.122
H -2.30484 3.13287 5.61829 0.302 0.324 -0.361 0.109
H -0.65398 2.72032 5.17237 0.387 0.053 0.239 0.099
H -2.04320 4.49885 3.34067 0.323 -0.244 0.789 0.126
H -0.33794 4.65492 3.72166 0.028 -0.147 -0.003 0.116
O -2.28542 -1.10524 0.41261 -0.759 2.005 -0.924 0.122
C -2.51769 -0.30942 -0.51851 -1.421 0.553 0.381 -0.298
O -3.38814 0.71239 -0.32594 1.451 -1.374 -0.276 0.078
C -3.46221 1.54922 -1.51979 -0.618 -0.168 -0.797 -0.108
C -2.90339 0.67182 -2.65339 -0.037 -0.067 1.961 -0.107
C -2.00598 -0.35596 -1.92944 0.647 -0.238 -0.867 -0.037
H -2.95763 2.49068 -1.36980 0.572 -0.069 0.397 0.112
H -4.51219 1.80149 -1.74840 0.286 -0.379 0.592 0.133
H -2.47082 1.26089 -3.40331 0.993 0.722 -0.990 0.087
H -3.75017 0.17938 -3.07412 -0.460 -0.680 -0.468 0.108
H -0.89643 -0.20112 -1.88018 -0.850 0.510 -0.093 0.140
H -2.08858 -1.33573 -2.45836 -0.140 0.396 1.040 0.144
O 3.46149 -0.94127 0.62251 0.896 0.781 -0.372 0.088
C 4.15465 0.05535 0.65251 -0.366 -0.475 1.799 -0.447
O 4.92146 0.29876 1.75512 0.065 0.947 -0.148 0.024
C 5.41782 1.68742 1.70048 0.700 -0.465 -0.564 -0.129
C 5.43279 2.03613 0.21030 -1.970 0.729 0.342 -0.126
C 4.18220 1.23632 -0.23476 -0.335 0.660 0.208 -0.077
H 6.43284 1.70482 2.07224 0.101 -0.263 0.471 0.113
H 4.80814 2.38236 2.30061 -0.118 -0.597 -0.274 0.134
H 6.34461 1.78189 -0.31756 0.072 -0.327 0.073 0.111
H 5.24025 3.11369 0.08386 0.220 -0.378 -0.071 0.123
H 4.19353 0.93252 -1.26506 -0.375 0.109 -0.500 0.123
H 3.19769 1.74302 0.05039 1.339 -0.288 -0.778 0.134
O 0.18086 -1.96509 -0.10553 -2.407 0.435 1.164 0.169
C 1.24489 -2.32387 -0.52036 2.927 -0.786 -1.317 -0.450
O 1.73533 -1.74412 -1.58005 0.101 0.338 -0.862 0.068
C 3.01368 -2.32473 -2.02483 -0.565 0.212 1.082 -0.078
C 3.10932 -3.66265 -1.27437 -0.386 -0.040 0.068 -0.108
C 2.22812 -3.35152 -0.05844 -0.162 -0.668 2.220 -0.088
H 3.78591 -1.66348 -1.67262 0.229 0.396 -0.056 0.103
H 2.92126 -2.28933 -3.09475 0.274 -0.483 -0.399 0.128
H 4.13551 -3.95484 -0.96699 -0.676 0.309 -0.408 0.134
H 2.64132 -4.44346 -1.86404 0.192 -0.262 -0.079 0.098
H 2.85288 -2.82363 0.69962 -0.563 -0.324 -0.503 0.122
H 1.71943 -4.17379 0.51497 0.570 0.520 -0.981 0.134
O 1.49222 1.02148 -7.64276 -1.348 0.323 0.853 0.106
C 0.59761 1.48776 -6.96285 1.601 0.117 -2.613 -0.492
O -0.55222 1.96059 -7.53725 -0.235 -0.410 -0.668 0.017
C -1.30776 2.80759 -6.65930 -0.400 0.155 -0.536 -0.164
C -0.43985 2.90396 -5.46907 1.849 -0.056 1.913 -0.149
C 0.52161 1.67432 -5.51954 -2.704 0.275 -1.035 -0.052
H -2.29736 2.42770 -6.36843 0.248 -0.557 -0.537 0.123
H -1.49606 3.75039 -7.20200 0.263 -0.316 0.342 0.134
H -0.90039 2.91945 -4.51320 -0.978 0.089 0.700 0.074
H 0.18142 3.80312 -5.44034 0.079 -0.082 -0.353 0.132
H 0.11102 0.68137 -5.30085 -0.424 0.281 1.053 0.144
H 1.41229 1.82375 -5.02980 2.049 0.197 0.961 0.104
```
Positions in Å, forces in eV/Å.

Calculated values
gap between HOMO and LUMO: 7.303 eV
total charge: 0

Entry 2:
Density functional theory data (ωB97M-V/def2-TZVPD) for a molecular structure, C29H33AsBrMnN5O8S.

XYZ file:
```
79
Properties=species:S:1:pos:R:3:forces:R:3:lowdin_charge:R:1
Mn 0.75771 -0.06255 -0.74979 0.553 0.069 -0.062 0.577
O 3.53450 2.16143 -2.83198 0.054 0.011 -0.061 -0.231
As 1.93430 1.49539 -2.53961 0.216 -0.150 0.127 0.954
O 2.06751 -0.16838 -2.42725 -0.053 0.113 -0.073 -0.446
O 1.40800 1.91090 -1.00914 -0.118 0.073 0.035 -0.457
C 0.99616 2.27896 -4.01233 -0.225 -0.039 -0.009 -0.224
C 1.74536 2.89009 -5.01181 -0.065 0.024 -0.015 -0.080
C 1.10653 3.45632 -6.10510 0.014 0.019 -0.025 -0.070
C -0.27454 3.41143 -6.20561 -0.004 0.015 -0.036 -0.061
C -1.02709 2.79866 -5.21544 0.068 -0.034 0.096 -0.048
C -0.39723 2.23289 -4.11633 0.050 0.016 -0.124 -0.243
S -1.44391 1.49136 -2.87095 0.141 -0.027 -0.089 0.482
O -2.57589 0.92697 -3.56820 -0.018 0.048 0.015 -0.303
O -1.73786 2.55167 -1.93371 -0.076 -0.052 0.013 -0.301
O -0.58089 0.41931 -2.31816 -0.041 -0.034 0.258 -0.421
H 4.19338 1.55624 -2.46911 -0.056 -0.004 0.004 0.051
H 2.82162 2.92454 -4.93344 0.017 -0.012 0.017 0.098
H 1.69599 3.92812 -6.88020 -0.014 0.005 -0.006 0.106
H -0.77106 3.84889 -7.06215 0.005 -0.002 0.001 0.109
H -2.10465 2.73644 -5.28459 -0.001 0.006 -0.016 0.117
C -1.63737 4.16817 1.55044 0.029 -0.043 -0.004 -0.026
C -1.18390 2.76988 1.86383 -0.013 0.049 -0.062 -0.223
C -1.22920 2.22445 3.13483 0.011 -0.041 0.038 -0.012
C -0.80682 0.91905 3.33165 -0.043 0.035 0.055 -0.107
C -0.34238 0.21235 2.24038 -0.091 -0.023 -0.078 -0.698
Br 0.10611 -1.60985 2.53671 -0.004 0.007 -0.028 0.843
N -0.25003 0.71271 1.01175 0.030 -0.124 0.149 -0.007
C -0.68081 1.97240 0.84412 -0.017 0.003 -0.036 -0.061
H -2.39042 4.50861 2.26017 -0.006 -0.008 0.001 0.080
H -2.05085 4.21496 0.54355 -0.005 0.000 0.001 0.084
H -0.79607 4.86267 1.59261 -0.002 -0.001 0.006 0.090
H -1.60866 2.80361 3.96849 0.003 -0.016 0.007 0.122
H -0.85071 0.44464 4.30056 -0.004 0.014 0.001 0.097
H -0.62943 2.35168 -0.16329 0.036 0.029 -0.035 0.077
O -2.82919 -4.74068 -5.30820 -0.009 0.002 0.003 0.112
C -2.22251 -5.35374 -4.26694 0.006 0.038 -0.040 -0.484
O -2.42950 -6.51472 -4.05457 0.002 -0.046 0.027 0.121
C -1.31828 -4.50892 -3.42740 0.071 0.061 0.043 -0.140
C -1.05262 -4.93928 -2.13377 -0.076 -0.105 -0.020 -0.005
C -0.25482 -4.18286 -1.29667 0.086 0.074 0.172 -0.019
C 0.28065 -2.98325 -1.74984 -0.150 -0.229 -0.026 -0.256
C 0.04191 -2.55650 -3.04798 0.177 0.234 0.036 0.000
C -0.74495 -3.32384 -3.88123 -0.103 -0.082 -0.074 -0.003
N 1.02721 -2.14458 -0.88375 -0.272 0.343 0.020 0.041
C 2.04231 -2.59699 -0.26997 0.081 -0.216 -0.184 -0.063
C 2.80045 -1.65647 0.54802 0.039 0.024 0.073 -0.280
C 3.89847 -2.00662 1.31497 0.067 -0.187 -0.006 -0.008
C 4.52673 -1.03007 2.06686 -0.055 0.176 0.002 -0.046
C 4.04128 0.27126 2.01347 0.009 -0.174 -0.038 -0.028
C 2.94453 0.54325 1.21084 0.039 0.046 0.012 -0.089
N 2.33358 -0.40305 0.50058 -0.171 0.130 -0.061 0.017
H -2.67188 -3.78929 -5.27750 -0.005 0.008 0.016 0.092
H -1.49494 -5.86807 -1.79772 0.013 0.018 0.016 0.124
H -0.08058 -4.48701 -0.26985 -0.022 -0.042 -0.035 0.117
H 0.47769 -1.61920 -3.36783 -0.023 -0.033 -0.037 0.099
H -0.90180 -2.98337 -4.89883 0.023 0.021 0.009 0.122
H 2.37273 -3.62902 -0.39005 0.045 0.045 0.063 0.148
H 4.24265 -3.03308 1.32018 0.004 0.026 0.006 0.120
H 5.38131 -1.27328 2.68366 0.002 -0.012 -0.006 0.112
H 4.50579 1.06637 2.57869 -0.008 0.011 0.000 0.110
H 2.53770 1.54065 1.10336 -0.015 -0.001 -0.009 0.116
C -4.61269 -2.00278 -2.68428 0.030 -0.016 0.013 -0.033
C -4.04257 -1.79744 -1.28387 -0.023 0.092 -0.015 -0.626
C -4.37351 -2.99480 -0.40003 0.029 0.006 -0.032 -0.045
C -4.62499 -0.50871 -0.68562 -0.032 -0.044 -0.021 -0.039
N -2.58419 -1.72177 -1.46952 -0.055 -0.025 0.036 -0.046
N -1.82011 -1.40954 -0.31476 -0.078 -0.108 -0.065 0.019
H -5.69473 -2.13678 -2.64662 0.002 0.019 -0.004 0.087
H -4.16864 -2.89402 -3.13307 -0.021 -0.006 -0.011 0.072
H -4.38869 -1.13923 -3.31502 0.005 -0.017 -0.006 0.078
H -5.45435 -3.10733 -0.29991 0.005 -0.003 0.010 0.084
H -3.95683 -2.87275 0.60261 -0.011 -0.015 0.006 0.071
H -3.96497 -3.90798 -0.83829 -0.005 0.005 0.014 0.078
H -5.71634 -0.55212 -0.68529 0.016 0.009 0.006 0.085
H -4.31363 0.35692 -1.27490 -0.007 0.001 0.007 0.081
H -4.31668 -0.35981 0.35306 0.008 0.011 -0.007 0.069
H -2.37511 -1.00742 -2.15866 0.031 0.014 -0.014 0.067
H -1.65662 -2.26975 0.19375 -0.024 -0.035 0.057 0.039
H -2.31908 -0.77739 0.30739 0.001 0.060 -0.004 0.062
```
Positions in Å, forces in eV/Å.

Calculated values
multiplicity: 2
energy relative to the best compared isomer or geometry (same formula, charge and spin): 46.1 kJ/mol
gap between HOMO and LUMO (spin up / spin down): 7.744 / 7.080 eV
expectation value of S²: 0.8178
total charge: 0

Entry 3:
Density functional theory data (ωB97M-V/def2-TZVPD) for 2 unconnected molecules or ions with the total composition C20H26ClN2 at a distorted geometry.

XYZ file:
```
49
Properties=species:S:1:pos:R:3:forces:R:3:lowdin_charge:R:1
C -3.18404 -2.40687 0.50386 0.002 0.047 0.154 -0.207
C -2.36265 -1.14523 0.79142 -0.545 -0.007 0.192 -0.195
C -1.32153 -0.83015 -0.27462 0.978 -0.156 0.400 -0.106
C -0.00262 -1.55286 0.03087 -0.214 0.417 -0.348 -0.324
N 1.03635 -0.84536 0.33238 -0.167 -0.321 -0.674 0.035
C 2.31318 -1.56282 0.34834 -0.167 0.449 -0.195 -0.232
C 2.19014 -2.94398 0.92851 0.258 -0.330 0.608 -0.174
C 1.15689 -3.71391 0.15196 0.285 -0.182 -0.255 -0.164
N -0.02717 -2.90814 -0.04741 -0.652 -0.108 -0.251 -0.055
C -1.19384 -3.65035 -0.52238 -0.241 -0.155 -0.288 -0.156
C -2.37652 -3.70124 0.44182 0.031 -0.057 0.098 -0.177
H -3.93662 -2.50846 1.29099 -0.068 -0.006 -0.157 0.112
H -3.71536 -2.28191 -0.44826 0.017 0.058 0.107 0.117
H -3.04385 -0.29032 0.87946 -0.026 -0.172 -0.055 0.108
H -1.88183 -1.23540 1.77834 0.016 0.019 -0.264 0.124
H -1.65962 -1.10375 -1.28743 0.007 0.093 0.335 0.123
H -1.08780 0.24230 -0.28157 0.006 -0.303 -0.025 0.094
H 2.70148 -1.64217 -0.68920 -0.097 0.152 0.413 0.129
H 3.00029 -0.93294 0.91840 0.278 -0.249 -0.030 0.099
H 3.14600 -3.46715 0.91247 0.014 -0.052 -0.061 0.119
H 1.88300 -2.89113 1.97442 -0.022 0.126 0.068 0.122
H 1.56418 -3.99340 -0.82803 -0.008 -0.102 0.030 0.133
H 0.86526 -4.63756 0.65956 0.097 0.098 0.043 0.130
H -1.54107 -3.25106 -1.48558 0.119 -0.069 0.085 0.126
H -0.86238 -4.67797 -0.72453 0.009 0.328 0.052 0.124
H -2.02359 -3.97688 1.44281 0.061 0.048 -0.092 0.120
H -3.03303 -4.51683 0.11220 0.061 0.151 0.068 0.117
Cl -1.29979 4.11020 -4.93294 0.084 -0.054 0.075 0.763
C -0.71867 3.67212 -3.38441 0.346 0.069 0.653 -0.641
C -1.46924 4.01000 -2.24763 0.024 -0.124 0.296 -0.070
C -1.01581 3.63735 -0.99086 0.186 -0.169 -0.174 0.016
C 0.20072 2.91155 -0.82516 -0.500 0.274 -0.556 -0.164
C 0.68170 2.61962 0.49091 1.354 0.878 -0.325 -0.078
C 1.99352 1.97433 0.78412 0.354 0.419 1.196 -0.098
C 2.31849 2.40259 2.28009 -0.312 0.009 -1.478 -0.111
C 1.13452 3.23566 2.66467 -0.527 -0.819 -1.084 0.060
C 0.18855 3.25852 1.65575 0.153 0.012 1.216 0.009
C 0.98422 2.66858 -1.98791 -0.313 -0.075 0.135 0.028
C 0.53399 3.05004 -3.24670 -0.074 -0.070 0.324 -0.063
H -2.39163 4.58107 -2.34747 0.230 -0.230 -0.052 0.120
H -1.59330 3.92349 -0.10907 0.086 -0.147 -0.453 0.115
H 1.91937 0.87724 0.68784 -0.374 0.232 -0.173 0.079
H 2.79614 2.32794 0.11233 -0.450 -0.174 0.159 0.139
H 2.51888 1.55302 2.94798 -0.182 0.317 -0.039 0.134
H 3.23037 3.00409 2.21825 -0.021 0.072 0.408 0.130
H 1.04438 3.74680 3.62006 -0.067 -0.087 -0.172 0.130
H -0.77451 3.76512 1.70317 0.442 -0.050 0.146 0.119
H 1.96560 2.20450 -1.87605 -0.362 0.062 -0.169 0.124
H 1.14923 2.89169 -4.12580 -0.107 -0.057 0.110 0.118
```
Positions in Å, forces in eV/Å.

Calculated values
gap between HOMO and LUMO: 5.521 eV
total charge: +1

It is found that the energy values, taken in the order of the records, are -153193.126, -227477.427, -36657.628 eV.